(a)
A cluster of 2 separate species, C4H8O2 in total. Source: the OMol25 dataset; level of theory: ωB97M-V/def2-TZVPD.

Geometry as XYZ:
```
14
C4H8O2 | the OMol25 dataset | ωB97M-V/def2-TZVPD
C 2.464 1.540 -0.125
C 1.278 1.137 0.414
O 1.230 0.664 1.731
C 0.067 0.973 -0.344
C -1.139 0.630 0.291
H 3.314 1.589 0.535
H 2.675 1.687 -1.195
H 0.897 1.406 2.263
H 0.115 1.399 -1.352
H -1.136 -0.102 1.093
H -2.089 0.713 -0.212
H -2.380 -4.573 -0.800
H -2.311 -3.218 -1.295
O -2.984 -3.845 -1.004
```

Output
**Highest occupied orbital energy (spin up / spin down)**: 0.14 / -2.70 eV
**Spin multiplicity**: 2
**Total charge**: -1

=====

(b)
A cluster of 2 separate species, C4H8O2 in total. Source: the OMol25 dataset; level of theory: ωB97M-V/def2-TZVPD.

Geometry as XYZ:
```
14
C4H8O2 | the OMol25 dataset | ωB97M-V/def2-TZVPD
C 1.627 1.683 -0.249
C 1.105 1.131 0.853
O 1.086 -0.285 1.003
C 0.631 1.793 2.074
C -0.575 1.445 2.609
H 2.114 1.026 -0.952
H 1.461 2.739 -0.399
H 0.203 -0.582 0.679
H 1.204 2.568 2.562
H -1.317 0.737 2.251
H -0.972 2.040 3.440
H -2.844 -4.737 -4.975
H -1.711 -4.406 -4.189
O -2.012 -5.153 -4.707
```

Output
**Highest occupied orbital energy (spin up / spin down)**: 0.70 / -3.55 eV
**Spin multiplicity**: 2
**Total charge**: -1

=====

(a) (0.529 eV below the next structure)

=====

(a)
A cluster of 2 separate species, C2H10N2O in total. Source: the OMol25 dataset; level of theory: ωB97M-V/def2-TZVPD.

Geometry as XYZ:
```
15
C2H10N2O | the OMol25 dataset | ωB97M-V/def2-TZVPD
C -0.137 -0.825 0.273
O -0.260 -0.043 1.463
C -1.212 -0.432 -0.743
N -0.842 -0.828 -2.107
H 0.858 -0.646 -0.141
H -0.246 -1.876 0.546
H -2.129 -0.921 -0.389
H -1.307 0.652 -0.720
H -0.901 -1.844 -2.185
H -1.489 -0.425 -2.760
N 2.000 1.726 1.026
H 0.472 0.606 1.430
H 2.545 2.177 1.745
H 2.618 1.114 0.492
H 1.745 2.449 0.354
```

Output
**SMILES**: NCCO.N
**Highest occupied orbital energy**: -9.10 eV

=====

(b)
A cluster of 2 separate species, C2H10N2O in total. Source: the OMol25 dataset; level of theory: ωB97M-V/def2-TZVPD.

Geometry as XYZ:
```
15
C2H10N2O | the OMol25 dataset | ωB97M-V/def2-TZVPD
N 0.724 2.241 -0.971
H -0.476 1.375 0.291
H 1.440 2.748 -0.463
H 1.073 1.304 -1.146
H 0.563 2.696 -1.858
C -1.303 -0.430 0.573
O -1.090 0.925 0.906
C -0.112 -1.359 0.786
N 0.871 -1.234 -0.290
H -2.150 -0.790 1.154
H -1.642 -0.542 -0.474
H 0.355 -1.136 1.748
H -0.478 -2.387 0.934
H 0.492 -1.695 -1.110
H 1.734 -1.717 -0.080
```

Output
**SMILES**: NCCO.N
**Highest occupied orbital energy**: -9.37 eV

=====

(b) (0.152 eV below the next structure)

=====

(a)
A cluster of 2 separate species, C2H7OPS in total. Source: the OMol25 dataset; level of theory: ωB97M-V/def2-TZVPD.

Geometry as XYZ:
```
12
C2H7OPS | the OMol25 dataset | ωB97M-V/def2-TZVPD
C 1.297 0.226 1.847
C 2.412 -0.340 1.437
O -2.892 -0.737 -2.383
P -1.376 -0.198 -2.117
S -1.637 0.941 -0.348
H 1.139 1.291 1.785
H -1.025 -1.387 -1.469
H 0.487 -0.347 2.267
H 2.567 -1.406 1.499
H 3.225 0.222 1.007
H -3.463 -0.110 -2.828
H -0.735 1.845 -0.698
```

Output
**SMILES**: C=C.OPS
**Highest occupied orbital energy**: -9.04 eV

=====

(b)
A structure of composition C2H7OPS. Source: the OMol25 dataset; level of theory: ωB97M-V/def2-TZVPD.

Geometry as XYZ:
```
12
C2H7OPS | the OMol25 dataset | ωB97M-V/def2-TZVPD
C -0.016 1.830 -0.433
C 0.948 -1.790 -0.060
O -0.139 1.045 0.742
P -0.859 -0.405 0.665
S -2.500 -0.403 -0.353
H -1.002 2.081 -0.833
H 0.553 1.301 -1.201
H 0.514 2.740 -0.148
H 0.908 -1.697 -1.133
H 1.812 -1.352 0.409
H 0.699 -2.776 0.293
H -0.916 -0.574 2.050
```

Output
**Highest occupied orbital energy**: -8.75 eV

=====

(a) (0.120 eV below the next structure)